1.
# C18H24F2N3O11P2

A cluster of 3 separate species, C18H24F2N3O11P2 in total at a distorted geometry (ωB97M-V with the def2-TZVPD basis set, the OMol25 dataset).

Results
Gap between HOMO and LUMO, hartree: 0.3131
Calculated total energy, Ha: -2574.42020
Total charge: +1
HOMO level, eV: -12.5
LUMO level, eV: -3.9713

The geometry in XYZ format:
```
60
Properties=species:S:1:pos:R:3:forces:R:3
C -1.030 2.558 1.690 0.6 0.4 -0.1
C -0.660 1.440 1.873 -0.5 -0.6 0.3
N -0.283 0.122 2.093 1.7 1.2 -0.2
C 0.837 -0.124 1.249 -0.6 -0.3 -0.6
N 1.958 0.477 1.495 0.6 -0.2 0.5
O 3.024 0.359 0.646 -0.2 0.3 -0.3
N 0.695 -0.907 0.148 -0.5 -0.5 1.5
C 1.605 -2.105 0.021 0.4 -0.4 -0.8
C 1.633 -3.051 1.194 0.4 0.3 0.4
C 0.539 -3.852 1.491 -0.5 -0.1 -0.3
C 0.552 -4.753 2.533 0.1 -0.2 0.3
C 1.681 -4.872 3.328 -0.3 0.1 -0.2
C 2.775 -4.085 3.039 0.2 -0.2 0.3
C 2.785 -3.186 1.979 0.1 0.2 0.0
C 4.063 -2.404 1.781 0.0 -0.5 0.2
P -0.911 -1.188 -0.379 -1.8 -0.6 -1.8
O -0.910 -1.960 -1.613 1.0 -0.3 0.0
O -1.561 0.239 -0.631 0.5 -0.2 0.9
O -1.786 -1.941 0.721 0.3 0.5 0.1
P -0.152 -0.093 3.929 -1.4 0.0 0.9
C 1.257 -1.199 4.212 -0.1 0.1 -0.3
O 0.434 1.338 4.484 0.6 -0.6 -0.5
H -1.099 3.601 1.502 -0.5 0.1 0.0
H 2.067 1.099 2.284 -0.2 0.2 0.0
H 3.822 0.510 1.173 0.0 -0.1 0.0
H 1.262 -2.642 -0.858 -0.3 0.1 -0.1
H 2.599 -1.768 -0.227 0.1 0.3 0.0
H -0.354 -3.806 0.885 0.0 0.1 -0.1
H -0.295 -5.389 2.738 -0.2 0.0 -0.1
H 1.670 -5.577 4.144 0.2 0.0 0.1
H 3.657 -4.175 3.658 0.1 0.0 0.0
H 4.073 -1.501 2.394 0.0 0.2 -0.1
H 4.302 -2.184 0.747 0.0 0.2 -0.1
H 4.881 -3.008 2.163 0.1 0.0 0.0
H -2.394 0.360 -0.159 -0.1 0.5 -0.1
H -2.492 -1.415 1.112 0.0 -0.1 0.3
H 2.209 -0.928 3.754 0.0 -0.1 -0.1
H 1.399 -1.219 5.291 -0.1 0.1 0.1
H 0.955 -2.203 3.916 0.1 -0.1 -0.2
H 1.387 1.276 4.636 0.0 0.4 0.2
C -0.910 0.567 -3.971 0.3 -0.4 0.1
C -2.370 0.705 -4.315 -0.1 0.3 0.2
O -2.359 1.767 -5.250 0.0 -0.4 -0.2
C -1.146 1.736 -5.888 0.2 0.1 0.1
O -0.898 2.316 -6.885 0.0 0.1 0.0
O -0.277 0.956 -5.198 -0.3 0.0 0.1
F -3.108 1.078 -3.237 -0.1 0.0 -0.1
H -0.625 1.256 -3.174 -0.2 0.1 0.0
H -0.639 -0.447 -3.689 0.1 0.0 -0.2
H -2.826 -0.177 -4.766 -0.1 0.0 0.1
C -2.619 4.331 -3.607 0.2 0.0 -0.2
C -3.082 5.704 -3.180 -0.3 -0.1 -0.1
O -3.622 5.446 -1.887 0.4 0.0 0.1
C -2.959 4.376 -1.378 -0.1 0.0 -0.1
O -2.964 4.050 -0.236 0.0 -0.1 0.1
O -2.274 3.735 -2.348 0.0 0.1 0.0
F -4.054 6.186 -3.982 0.0 0.0 0.1
H -3.414 3.759 -4.081 -0.1 0.1 0.0
H -1.756 4.358 -4.267 0.1 -0.1 0.1
H -2.289 6.449 -3.094 -0.1 0.1 0.0
```
Positions in Å, forces in eV/Å.

***

2.
# C18H24F4O12

A cluster of 4 separate species, C18H24F4O12 in total at a distorted geometry (ωB97M-V with the def2-TZVPD basis set, the OMol25 dataset).

Results
Gap between HOMO and LUMO, hartree: 0.3432
Calculated total energy, Ha: -2002.57583
SMILES: C=CC[C@@H](CCOCC)OC(=O)F.O=C1OC[C@@H](F)O1.O=C1OC[C@@H](F)O1.O=C1OC[C@@H](F)O1
HOMO level, eV: -9.0
LUMO level, eV: 0.3703

The geometry in XYZ format:
```
58
Properties=species:S:1:pos:R:3:forces:R:3
C -2.080 -2.836 -1.932 -0.8 0.1 -0.3
C -3.121 -1.981 -2.098 0.9 -0.1 0.3
C -3.066 -0.506 -1.818 -1.0 0.0 1.7
C -1.899 -0.048 -0.948 -0.2 -0.2 -0.3
C -0.635 0.355 -1.703 0.1 -0.2 -0.1
C 0.559 -0.467 -1.239 0.0 0.3 0.0
O 1.753 0.071 -1.763 -0.2 -0.2 0.0
C 2.757 -0.909 -1.978 0.7 0.2 -0.1
C 4.145 -0.286 -1.820 -0.3 -0.4 -0.1
O -2.366 1.090 -0.132 0.3 -0.2 -0.1
C -2.080 1.000 1.152 0.6 0.8 0.2
O -1.418 1.762 1.785 -0.5 -0.3 -0.2
F -2.652 -0.061 1.733 0.0 -0.2 -0.1
H -1.504 -2.903 -1.015 1.0 1.0 -0.6
H -1.856 -3.544 -2.725 -0.8 -1.1 0.8
H -4.088 -2.360 -2.419 0.4 0.3 -1.6
H -3.973 -0.217 -1.280 0.0 0.1 -0.1
H -3.116 0.038 -2.763 0.2 -0.1 -0.1
H -1.675 -0.858 -0.255 0.0 0.0 0.1
H -0.429 1.419 -1.592 -0.1 0.0 0.2
H -0.777 0.169 -2.769 0.0 0.1 0.0
H 0.619 -0.463 -0.142 0.0 -0.1 0.1
H 0.396 -1.498 -1.564 0.2 -0.1 0.0
H 2.677 -1.324 -2.988 -0.3 0.0 0.0
H 2.667 -1.725 -1.258 -0.2 -0.1 0.0
H 4.110 0.774 -2.057 0.0 0.1 0.0
H 4.515 -0.466 -0.815 0.1 0.4 0.1
H 4.833 -0.789 -2.498 0.1 0.1 0.0
O 6.527 -2.188 -0.789 0.0 -0.1 0.0
C 7.356 -1.467 -0.353 0.0 -0.1 0.1
O 7.109 -0.357 0.385 0.1 0.0 0.0
C 8.360 0.164 0.843 -0.1 0.2 0.1
C 9.326 -0.408 -0.171 0.0 -0.2 0.2
F 10.540 -0.669 0.368 0.0 0.0 0.0
O 8.700 -1.626 -0.529 -0.1 0.2 -0.2
H 8.569 -0.214 1.845 0.1 -0.1 0.0
H 8.343 1.250 0.861 -0.2 0.0 -0.1
H 9.459 0.203 -1.066 0.1 0.0 0.0
O -9.612 -3.000 -2.669 0.0 -0.1 -0.1
C -8.827 -2.648 -1.862 0.0 -0.1 0.0
O -8.980 -2.765 -0.519 0.1 0.1 0.0
C -7.762 -2.360 0.109 -0.1 0.0 0.2
C -7.146 -1.475 -0.952 0.1 -0.2 -0.1
F -5.787 -1.535 -0.944 -0.2 -0.1 0.0
O -7.628 -2.051 -2.146 -0.2 0.2 0.1
H -7.141 -3.236 0.304 0.1 0.0 -0.1
H -7.961 -1.842 1.043 -0.2 0.0 0.0
H -7.452 -0.429 -0.904 0.1 0.0 0.0
O -0.308 3.826 7.003 -0.1 0.0 0.1
C -0.127 4.040 5.854 -0.1 0.0 0.0
O -0.363 3.162 4.853 0.1 0.1 -0.1
C -0.158 3.835 3.605 0.1 -0.1 -0.1
C 0.759 4.965 4.014 -0.3 0.2 0.0
F 0.558 6.085 3.276 0.0 0.0 0.1
O 0.363 5.211 5.350 0.3 -0.2 0.0
H -1.111 4.206 3.229 0.0 0.1 0.0
H 0.277 3.168 2.871 0.0 -0.2 0.1
H 1.822 4.718 3.995 0.0 0.1 -0.1
```
Positions in Å, forces in eV/Å.

***

3.
# C18H24INO3TeV

A structure of composition C18H24INO3TeV at a distorted geometry (ωB97M-V with the def2-TZVPD basis set, the OMol25 dataset).

Results
Spin multiplicity: 3
Gap between HOMO and LUMO (alpha / beta), hartree: 0.2881 / 0.2913
Calculated total energy, Ha: -2490.22301
Relative energy (zero: lowest compared OMol25 entry of this formula, charge and spin), kcal/mol: 7.55
Total charge: +1
HOMO level (alpha / beta), eV: -10.5 / -10.6
LUMO level (alpha / beta), eV: -2.6815 / -2.6541

The geometry in XYZ format:
```
49
Properties=species:S:1:pos:R:3:forces:R:3
V 0.331 -1.431 0.250 -0.3 0.1 -0.4
I -1.166 -3.002 1.853 0.3 -1.0 0.6
C 0.504 -4.389 2.236 -0.2 1.4 -0.8
C 0.523 -5.220 3.279 -0.2 -0.7 1.2
C 1.743 -5.890 3.611 0.2 0.0 -2.0
C 2.805 -5.853 2.720 -1.3 1.0 -0.4
C 2.730 -5.007 1.544 -0.2 0.0 0.9
C 3.810 -4.782 0.665 0.0 0.8 -0.1
C 3.772 -3.754 -0.249 0.1 -0.9 0.0
C 2.614 -2.958 -0.433 1.6 0.4 0.7
C 1.565 -3.063 0.461 0.2 -0.4 -0.8
C 1.604 -4.166 1.384 -0.6 0.9 -0.3
H -0.376 -5.401 3.861 0.2 0.1 0.2
H 1.755 -6.528 4.458 0.1 -0.4 0.7
H 3.717 -6.380 2.893 0.4 -0.4 0.2
H 4.717 -5.331 0.799 0.4 -0.3 0.1
H 4.679 -3.524 -0.805 -0.3 -0.2 -0.1
H 2.774 -2.144 -1.153 -0.5 -0.5 0.5
C -4.207 5.110 -0.807 1.5 0.9 -0.1
Te -3.381 3.188 -0.424 -0.4 -0.3 0.3
C -2.948 3.807 1.561 -0.8 -0.7 0.9
H -5.132 5.241 -0.282 -0.3 0.0 0.4
H -4.385 5.212 -1.863 -0.1 0.0 -0.5
H -3.446 5.891 -0.524 -0.9 -0.8 -0.1
H -2.878 2.992 2.320 -0.3 0.5 -0.8
H -3.788 4.477 1.806 0.5 -0.3 0.1
H -2.026 4.336 1.576 0.7 0.6 0.0
C -0.164 1.081 1.987 0.4 -0.5 0.1
O 0.473 0.168 1.092 -0.1 0.7 0.8
H 0.100 2.097 1.675 0.2 0.1 0.2
H 0.147 0.935 3.044 0.0 0.0 -0.7
H -1.256 1.046 1.982 -0.1 -0.4 -0.2
O -0.836 -0.514 -1.231 0.7 0.0 -0.8
C 0.264 -0.155 -1.815 -1.5 -0.7 1.8
O 1.307 -0.815 -1.551 -0.6 1.8 -1.1
C 0.167 1.220 -2.496 1.7 -0.3 0.0
N 0.096 2.295 -1.344 0.0 -1.8 -2.0
C -0.206 3.542 -2.111 -1.0 -1.3 -0.1
C -0.919 3.102 -3.397 -1.0 0.0 0.3
C -1.063 1.583 -3.310 0.5 -0.8 0.2
H 1.121 1.383 -3.076 -0.9 0.1 0.7
H 0.961 2.247 -0.800 -0.4 0.2 0.3
H -0.747 1.984 -0.828 0.5 0.4 0.4
H 0.660 4.089 -2.280 1.7 0.8 -0.3
H -0.881 4.083 -1.535 -0.9 1.2 1.2
H -0.247 3.336 -4.190 0.1 0.3 -1.0
H -1.910 3.616 -3.504 1.0 -0.4 -0.1
H -1.024 1.030 -4.251 0.0 0.4 -0.2
H -1.953 1.218 -2.800 -0.1 0.3 0.2
```
Positions in Å, forces in eV/Å.